1.
ORCA calculation (the ωB97M-V functional and the def2-TZVPD basis) on C20H54Cl2FN2O20P4V as an isolated structure.

Geometry as ORCA input:
```
! wB97M-V def2-TZVPD RIJCOSX def2/J DEFGRID3
* xyz 0 1
V 28.6828 3.6792 -1.7782
Cl 31.9839 -1.1172 -2.6796
Cl 31.3447 0.4291 -5.6006
P 27.0219 1.4194 -6.6817
P 26.8355 -1.6453 1.0199
P 30.4376 2.1608 1.1897
P 30.1492 6.3376 0.1935
F 27.9614 4.8525 -3.2062
O 29.0926 6.4474 1.3434
O 27.9301 2.6944 -6.9487
O 27.7785 0.1995 -6.3951
O 29.4243 2.3000 2.3869
O 24.5756 8.1077 -1.5189
O 31.4769 5.8803 0.9010
O 29.7926 5.4760 -0.9233
O 27.4433 -1.7161 -0.4404
O 29.8994 2.5476 -0.1151
O 26.0194 1.9415 -5.5963
O 30.7664 0.6266 1.3283
O 26.0723 1.3850 -7.9568
O 26.1187 -2.8345 1.4631
O 30.4181 7.8569 -0.1626
O 28.1018 -1.2361 1.8961
O 30.6662 3.7205 -3.1164
O 31.7407 2.9378 1.6481
O 25.9602 -0.3324 0.9478
O 28.4295 2.2511 -2.4547
O 27.6059 3.8588 -0.6522
N 25.4689 6.0774 -1.9929
N 32.9047 3.6239 -3.3318
C 28.9049 3.5692 2.7869
C 29.0327 2.5496 -7.8270
C 25.5006 7.4269 -1.9554
C 26.0928 0.2622 -8.8382
C 30.8756 0.2681 -2.9036
C 26.0727 1.4420 -4.2566
C 31.2669 8.1090 -1.3008
C 24.2717 5.3091 -1.7497
C 31.6551 3.7026 -3.8381
C 28.4858 -2.6630 -0.6976
C 33.1563 3.4436 -1.9135
C 26.5641 0.9734 0.8948
C 32.3288 2.5913 2.9118
C 27.9437 -0.8546 3.2625
C 27.7531 6.8874 1.0037
C 31.8670 6.4176 2.1679
C 31.5220 3.9356 -5.3060
C 26.7593 8.0739 -2.4784
C 30.2098 0.2003 -4.2527
C 31.8578 0.1196 0.5593
H 26.2488 5.6610 -2.4911
H 29.2220 3.5082 -8.3080
H 32.2050 0.7999 -0.2252
H 31.5791 -0.7850 0.0259
H 33.6833 3.7633 -3.9512
H 33.3517 2.2738 2.7185
H 28.1790 -3.2769 -1.5452
H 25.1559 -0.2910 -8.7950
H 26.0758 1.4894 0.0716
H 26.3051 0.5736 -9.8591
H 32.7056 -0.0803 1.2149
H 27.6306 7.2718 -0.0071
H 24.4130 4.3474 -2.2452
H 32.1130 8.7143 -0.9840
H 27.5045 7.6527 1.7337
H 28.1274 0.2216 3.3212
H 30.0382 0.1567 -2.2110
H 33.7996 2.5788 -1.7474
H 30.4883 3.9079 -5.6382
H 27.0691 6.0459 1.0974
H 27.0593 8.8936 -1.8261
H 26.2271 2.2356 -3.5308
H 31.1941 7.2126 2.4902
H 32.8722 6.8189 2.0669
H 29.7260 -0.7627 -4.3903
H 32.3518 3.4930 3.5222
H 29.6328 4.3774 2.7409
H 28.5118 3.4676 3.7948
H 28.0798 3.8234 2.1177
H 26.8273 0.6766 -4.0864
H 23.4146 5.7883 -2.2207
H 26.8790 -0.4312 -8.5315
H 31.4184 1.1649 -2.6271
H 28.7130 -1.3311 3.8651
H 25.1073 0.9782 -4.0445
H 28.6579 -3.3659 0.1177
H 27.6160 0.8956 0.6217
H 24.0946 5.0974 -0.6959
H 29.4245 0.9531 -4.2837
H 26.5419 8.5026 -3.4586
H 29.9350 2.2072 -7.3198
H 32.2264 3.4550 -1.3533
H 31.5748 7.1972 -1.8103
H 32.0960 3.2394 -5.9208
H 31.9042 4.9154 -5.6136
H 31.8049 1.8197 3.4726
H 29.3941 -2.1254 -0.9644
H 30.6955 8.7008 -2.0158
H 33.7308 4.2969 -1.5325
H 26.9372 -1.0573 3.6261
H 31.8335 5.6348 2.9228
H 27.6066 7.3964 -2.6077
H 28.8675 1.8225 -8.6299
H 26.4195 1.4747 1.8484
*
```

Results
HOMO = -8.86 eV
Kohn-Sham gap = 8.84 eV

---

2.
ORCA calculation (the ωB97M-V functional and the def2-TZVPD basis) on a 7-piece molecular cluster, C20H54O8 overall.

Geometry as ORCA input:
```
! wB97M-V def2-TZVPD RIJCOSX def2/J DEFGRID3
* xyz 0 1
O 13.2535 7.3382 9.4184
O 8.9520 11.0735 9.3684
O 13.0146 7.3139 15.0203
O 13.9916 10.6866 16.0893
O 10.3234 7.7862 14.2683
O 11.7849 9.8591 8.9657
O 8.7783 10.1611 15.6169
O 15.1718 13.3008 15.1069
C 16.1216 12.4929 12.9443
C 9.2957 10.0585 17.9798
C 16.3526 12.9426 14.3548
C 7.2633 10.7781 11.0743
C 9.5696 11.3390 11.7289
C 13.3638 8.8750 11.4541
C 14.0460 9.4696 15.3084
C 13.6688 7.5251 10.7810
C 11.8326 11.8921 7.6131
C 8.6856 10.6579 10.6838
C 8.2264 10.4403 16.9291
C 8.2414 6.8764 13.4792
C 13.2984 8.3418 15.9512
C 10.5772 6.0253 12.6819
C 17.0942 11.9331 15.2296
C 11.9494 9.6648 6.5838
C 7.9652 11.9563 16.9731
C 9.7356 6.5275 13.8418
C 15.1652 7.3421 10.7091
C 12.3234 10.4466 7.8347
H 13.8535 8.7319 12.4189
H 12.3385 12.2760 6.7223
H 9.7676 5.7743 14.6235
H 11.6407 5.8560 13.0139
H 7.3821 9.8397 17.1618
H 6.4572 10.3243 10.5391
H 15.9440 11.4137 12.9365
H 10.8712 9.7107 6.5042
H 13.7600 9.6625 10.8402
H 15.4079 6.4825 10.1162
H 15.2529 12.9889 12.5172
H 8.8896 9.5716 10.7698
H 12.3119 8.8845 16.2809
H 10.2159 10.6179 17.8024
H 8.8588 10.2828 18.9822
H 13.4283 10.3733 7.8946
H 13.7223 7.8971 16.8765
H 12.2881 9.0221 9.1331
H 13.5392 9.7287 14.3484
H 9.5445 9.0072 18.0008
H 10.1814 5.0895 12.2432
H 10.6389 11.2955 11.3426
H 10.7805 11.9787 7.4172
H 8.5610 10.7924 14.9256
H 17.0505 12.7396 12.3602
H 12.0421 12.5825 8.4274
H 7.2502 10.4956 12.1570
H 15.0633 9.2032 14.9458
H 7.3731 12.2691 17.8206
H 12.1565 7.5067 14.5888
H 12.3593 10.0784 5.6571
H 16.7354 10.8737 15.1819
H 14.6994 10.6281 16.6690
H 8.9232 12.4397 16.9760
H 16.9495 12.3833 16.2146
H 15.5824 8.1231 10.1482
H 9.4541 12.3923 11.9664
H 12.2813 8.9884 11.6261
H 7.6972 6.0184 13.1139
H 7.4930 12.2425 15.9942
H 8.1773 7.7295 12.7393
H 9.7437 8.4254 14.7594
H 18.1398 11.9074 15.0133
H 9.6541 10.7748 12.6945
H 9.8455 10.7639 9.1549
H 7.6661 7.2112 14.3635
H 10.5523 6.6296 11.7959
H 13.3506 6.6249 11.4243
H 15.7619 7.2261 11.6254
H 7.0527 11.8809 11.0351
H 16.9377 13.8988 14.3572
H 12.4838 6.7619 9.5096
H 12.2068 8.5928 6.6397
H 14.6111 12.5180 15.2881
*
```

Results
ΔE to the lowest compared entry with this formula, charge and spin = 49.08 kcal/mol
structure (SMILES) = CC(C)O.CC(C)O.CC(C)O.CC(C)O.CC(C)O.CC(C)O.OCCO
HOMO = -9.84 eV
Kohn-Sham gap = 10.43 eV

---

3.
ORCA calculation (the ωB97M-V functional and the def2-TZVPD basis) on a 13-piece molecular cluster, C20H56BO28 overall.

Geometry as ORCA input:
```
! wB97M-V def2-TZVPD RIJCOSX def2/J DEFGRID3
* xyz -1 1
O -14.4282 -7.7261 -8.4745
O -16.1804 -15.8130 -9.8148
O -17.7263 -7.4261 -8.0304
O -8.0503 -10.4607 -10.8434
O -13.6858 -8.2284 -13.8961
O -12.7365 -9.5131 -10.6422
O -16.1729 -11.1371 -8.0010
O -20.0840 -9.5630 -11.7706
O -17.8273 -14.3228 -11.6426
O -11.6355 -12.1326 -8.2075
O -13.6676 -14.1566 -13.4666
O -14.0505 -11.3814 -13.7872
O -11.1541 -9.2191 -12.2414
O -10.4584 -11.7609 -4.7147
O -12.9616 -11.7621 -10.8444
O -13.6100 -14.7494 -10.6936
O -17.1896 -10.5585 -10.6875
O -11.2090 -12.2194 -12.1644
O -14.2051 -10.7037 -8.9965
O -10.6519 -13.9343 -14.3458
O -14.9949 -10.4871 -11.1461
O -12.0187 -7.6083 -6.7339
O -9.1661 -9.6379 -15.2182
O -15.3172 -12.5255 -5.5367
O -8.7881 -13.5141 -10.6932
O -7.4319 -11.9765 -15.1849
O -22.8204 -10.4652 -11.2829
O -19.1530 -8.9551 -5.7303
C -18.6413 -8.5297 -8.0007
C -12.9046 -14.8969 -14.3905
C -21.8053 -11.1569 -12.0150
C -7.3777 -11.5685 -10.2327
C -17.4721 -15.3142 -9.4586
C -14.4549 -7.5576 -7.0511
C -8.3394 -12.6034 -9.6938
C -11.6658 -12.2380 -6.7910
C -11.8290 -14.1069 -15.1121
C -8.8549 -10.4027 -14.0470
C -15.4980 -10.8886 -8.9577
C -13.1886 -6.8506 -6.6154
C -17.8172 -14.0704 -10.2463
C -16.0434 -10.6163 -10.3643
C -18.3784 -9.4511 -6.8247
C -11.8646 -9.8830 -11.5421
C -11.9248 -11.4556 -11.5778
C -7.4509 -10.9516 -14.1985
C -10.3833 -11.7546 -6.1517
C -20.4396 -10.9140 -11.4078
B -13.7426 -10.5572 -10.3993
H -15.2816 -6.8995 -6.7889
H -18.1659 -16.1289 -9.7228
H -19.6659 -11.5168 -11.8948
H -19.1548 -9.4163 -11.5608
H -13.2556 -9.0099 -14.2675
H -20.3965 -10.9593 -10.3179
H -10.8517 -12.6189 -4.5087
H -13.6964 -8.3191 -8.6781
H -6.6655 -11.3074 -9.4420
H -9.9680 -9.1574 -14.9865
H -9.5228 -13.1216 -11.1770
H -8.8470 -9.7536 -13.1654
H -11.5332 -14.5563 -16.0648
H -18.1929 -6.5962 -7.9188
H -9.2094 -12.1557 -9.1950
H -18.4572 -9.0679 -8.9369
H -16.2206 -12.8437 -5.6234
H -11.8427 -13.3004 -6.5307
H -12.5490 -11.7546 -6.3525
H -18.5877 -8.9424 -4.9543
H -15.2808 -11.7609 -6.1277
H -13.3562 -6.4778 -5.5927
H -22.0786 -12.2094 -12.0701
H -12.1861 -13.1404 -15.5007
H -17.3165 -9.3016 -6.6024
H -13.2424 -13.8663 -10.5453
H -18.4122 -10.4818 -7.1860
H -22.4700 -9.5747 -11.1524
H -6.8035 -11.9868 -11.0598
H -14.6116 -11.0974 -13.0564
H -7.0693 -11.3404 -13.2522
H -11.4576 -7.3022 -7.4470
H -17.1189 -13.2375 -10.1467
H -8.8014 -10.2998 -10.2578
H -17.5617 -15.2372 -8.3754
H -9.5970 -11.1865 -13.8861
H -13.8690 -12.3158 -13.5984
H -13.4195 -14.4658 -12.5774
H -12.5727 -12.2487 -8.4082
H -13.5503 -15.4243 -15.1093
H -14.6193 -8.5568 -6.6388
H -10.7615 -13.4006 -13.5352
H -7.5876 -12.8616 -14.8545
H -16.1858 -15.8794 -10.7787
H -13.1436 -5.9056 -7.1696
H -18.7204 -14.5141 -11.9429
H -10.2834 -10.7120 -6.4604
H -21.8096 -10.7536 -13.0329
H -7.9192 -13.2527 -8.9245
H -14.5616 -14.6080 -10.7992
H -13.0329 -7.8548 -13.2930
H -19.6685 -8.1715 -8.0842
H -18.7409 -13.6555 -9.8219
H -12.4192 -15.7626 -13.9224
H -9.4994 -12.3376 -6.4118
H -6.7767 -10.1607 -14.5256
*
```

Results
ΔE to the lowest compared entry with this formula, charge and spin = 37.44 kcal/mol
HOMO = -7.53 eV
Kohn-Sham gap = 9.48 eV

---

4.
ORCA calculation (the ωB97M-V functional and the def2-TZVPD basis) on a 8-piece molecular cluster, C20H57ClN3O11 overall.

Geometry as ORCA input:
```
! wB97M-V def2-TZVPD RIJCOSX def2/J DEFGRID3
* xyz 0 2
Cl -0.5680 0.1426 0.0160
O 0.7536 0.1325 -0.4937
O -0.0169 -1.3855 5.3213
O -4.7282 -2.3940 1.2752
O 3.8029 -4.0618 -2.6654
O -0.8490 1.4947 0.3972
O 2.4335 -1.6578 1.3188
O -1.4711 -0.3862 -1.0257
O 2.2828 0.2433 -3.4208
O 1.3172 4.1237 1.1375
O -0.5853 -0.7775 1.1272
O -4.0178 2.0310 -0.0625
N 0.3407 -1.7398 -3.3962
N -6.6871 -0.7448 2.2817
N 2.7188 -1.7972 -1.6971
C 4.7248 -3.4066 -1.7881
C -5.1863 0.9361 3.1786
C 0.2346 -0.6689 -4.3532
C -0.0068 -0.4304 4.3186
C 3.6644 -0.3043 2.9963
C 4.8139 -1.0581 -0.6342
C -5.3887 -0.1345 2.0820
C 4.4111 -5.1668 -3.3865
C -4.2919 -1.2364 2.0179
C 3.2331 -1.7285 2.4998
C 3.0231 1.3103 -3.1280
C -1.2509 -0.4069 -4.5600
C 0.1411 4.8367 -0.7982
C 1.0598 0.6084 -3.9341
C -4.5275 4.4103 0.1184
C 1.2916 3.9419 -0.2853
C -3.5559 -3.2226 1.0769
C 0.2644 1.0673 4.8286
C 4.1773 -1.8926 -1.7567
C -4.1535 3.2719 -0.7883
H -1.7643 0.0549 -3.7166
H -5.0245 0.6678 4.2226
H -6.0824 1.5549 3.2267
H -3.1666 3.4141 -1.2287
H 2.8226 0.3868 3.0385
H 1.3016 1.1250 5.1585
H 4.5191 -1.4241 -2.6796
H -4.4514 1.6850 2.8835
H 0.1131 -1.0330 -2.7115
H 0.5470 5.1087 -1.7725
H -0.8964 -0.4818 3.6910
H 2.4134 -0.8357 -1.6478
H -4.9291 5.2293 -0.4783
H 4.4415 0.1350 2.3709
H -0.0425 5.6548 -0.1016
H 5.6535 -0.5315 -1.0878
H 1.1492 1.2717 -4.7944
H 4.0454 -2.3898 2.1983
H -3.6669 4.7328 0.7045
H 5.0257 -5.8556 -2.8069
H -0.0027 1.8667 4.1374
H 5.2741 -1.5402 0.2283
H -5.2652 0.2755 1.0796
H -6.7821 -0.9106 3.2735
H 5.1673 -4.7684 -4.0629
H -5.2603 4.0248 0.8272
H 1.5981 -1.2470 1.5532
H 2.6314 -2.1748 3.2915
H -0.7493 4.2263 -0.9486
H 3.7220 -5.7379 -4.0085
H -1.9049 -1.2221 -4.8694
H -0.8184 -1.9136 5.3014
H -0.6429 -1.9468 -3.4945
H 2.5928 2.1199 -2.5386
H 3.8415 0.8644 -2.5628
H -7.2732 0.0553 2.0910
H -3.8265 -4.2090 0.7002
H 0.7498 -1.0387 -5.2397
H -3.3602 -0.8056 1.6512
H -3.9767 -1.5988 2.9964
H 2.2271 4.2766 -0.7335
H -3.1718 -3.4481 2.0717
H 4.1213 -0.2521 -0.3919
H 4.6116 -3.8995 -0.8225
H 1.1654 2.9112 -0.6167
H 0.7671 3.4406 1.5276
H 0.5217 1.1776 -3.1760
H -4.8065 3.1275 -1.6490
H 4.0945 -0.3185 3.9978
H -3.1164 1.8851 0.2341
H 3.5297 1.6344 -4.0370
H -1.2782 0.3283 -5.3643
H 2.6240 -1.8936 -0.6962
H -0.3436 1.0838 5.7331
H 5.7969 -3.3696 -1.9813
H 0.9165 -0.6298 3.7746
H -2.7862 -2.7925 0.4360
*
```

Results
⟨S²⟩ = 0.755
ΔE to the lowest compared entry with this formula, charge and spin = 12.28 kcal/mol
HOMO (spin up / spin down) = -8.61 / -8.61 eV
Kohn-Sham gap (spin up / spin down) = 8.82 / 4.17 eV

---

5.
ORCA calculation (the ωB97M-V functional and the def2-TZVPD basis) on C20H57CrCu4N3O15P2 as an isolated structure.

Geometry as ORCA input:
```
! wB97M-V def2-TZVPD RIJCOSX def2/J DEFGRID3
* xyz 0 5
Cu 2.0445 2.7033 -3.1598
Cu 0.6752 4.2982 -1.3547
Cu 1.7545 3.6817 1.6793
Cu -1.3551 0.7039 -2.7408
Cr 3.1444 1.2352 -0.1365
P 3.5994 3.8729 -0.3005
P 0.6447 1.1587 -0.9057
O -2.7469 2.7163 5.0151
O 0.6244 -1.4701 1.1712
O -1.6602 -5.4809 -2.9110
O -1.6171 3.8157 -0.6626
O -0.5358 0.2205 -0.6764
O 2.3108 4.7457 -0.0911
O -3.2319 0.0437 -0.6679
O 1.8819 0.4176 -1.4896
O 1.2845 1.7708 0.3653
O 3.7102 2.8201 0.8817
O 4.7394 4.7609 -0.5588
O 0.1414 2.1979 -1.9372
O 1.9619 -0.9227 -3.8372
O 4.7790 0.1155 -0.6953
O 3.4261 2.7598 -1.4146
N 3.2366 -0.1144 1.5323
N -0.8747 -1.9138 -2.6542
N -0.4480 3.0440 2.1906
C 5.5334 0.1769 -1.9011
C 4.5657 -1.1887 -0.1454
C 2.7880 -2.0642 -3.8676
C -2.0019 -6.3518 -3.9510
C -0.1162 -1.1064 2.3216
C -1.1801 -3.2844 -2.1832
C -0.8682 -2.2848 2.9026
C -1.3807 -4.1783 -3.3724
C -2.3587 -3.2866 -1.2326
C -2.1639 3.3260 3.9013
C -3.6582 3.5639 5.6635
C -3.4707 5.0086 0.2238
C -3.0291 3.7334 -0.4315
C 0.0467 2.1840 4.4215
C -1.0262 2.4612 3.4196
C -5.2233 -0.9571 0.1608
C -3.9654 -0.2187 0.5531
C 2.3483 -2.9594 -4.9929
C 4.3682 -1.0575 1.3496
C 3.9893 -2.4459 1.8873
H 1.2795 -3.1654 -4.9577
H -3.0876 -6.3449 -4.1169
H 3.0738 0.2557 2.4630
H -0.4481 -4.2366 -3.9496
H -1.1408 3.4197 1.5454
H -0.0194 2.3145 1.6239
H -3.5345 3.6131 -1.3949
H -3.1633 5.8882 -0.3431
H -1.2804 3.0611 -1.1784
H -4.1295 3.0265 6.4805
H -3.2570 2.8580 0.1865
H -3.3023 -3.3469 -1.7989
H 6.5691 -0.1075 -1.7262
H 1.9537 -0.5300 -2.9460
H -2.4117 -4.1952 -0.6310
H -1.4762 1.5002 3.1254
H -3.0897 5.1154 1.2409
H -5.7294 -1.3705 1.0275
H -0.8374 -0.3270 2.0389
H -0.3118 -3.6203 -1.5944
H 5.2611 -0.7444 1.8877
H -4.1574 0.7774 0.9692
H 5.0714 -0.4203 -2.6915
H -1.7136 -2.5772 2.2785
H -1.7726 4.3300 4.1466
H 5.4828 1.2072 -2.2518
H 0.0171 -1.9252 -3.1553
H -2.8880 3.4894 3.0874
H 3.6561 -1.6692 -0.5351
H -0.2035 -3.1545 2.9528
H 2.5450 -2.4540 -5.9408
H 2.9189 -3.8897 -4.9937
H -1.7693 -7.3773 -3.6478
H -1.4689 -6.1733 -4.8889
H 5.3950 -1.8456 -0.4116
H -4.5626 5.0611 0.2544
H 4.6626 -3.2511 1.5996
H -0.6077 -1.3555 -1.8446
H -3.2846 -0.7382 1.2356
H -1.2021 -2.1204 3.9274
H -2.4415 -2.4028 -0.6033
H -4.9369 -1.7336 -0.5488
H -5.8305 -0.2530 -0.4080
H -3.1493 4.4586 6.0449
H 0.5097 -0.6319 3.0907
H 0.3073 3.0775 4.9937
H -0.2862 1.4459 5.1587
H -4.4371 3.9096 4.9691
H 2.3835 -0.6826 1.3739
H 0.9259 1.7131 3.9772
H -2.2883 0.1266 -0.4567
H 0.2737 -0.9367 0.4384
H 3.8576 -1.8458 -4.0082
H 2.7340 -2.6045 -2.9074
H 3.8273 -2.4236 2.9645
H -2.1849 -3.7396 -3.9781
H 3.0122 -2.7054 1.4583
*
```

Results
⟨S²⟩ = 6.032
HOMO (spin up / spin down) = -4.78 / -8.07 eV
Kohn-Sham gap (spin up / spin down) = 4.46 / 7.56 eV